DFT (the ωB97M-V functional and the def2-TZVPD basis) results for CH8AgN4S as an isolated structure.

Element x y z (Å)
1 Ag 1.544 -0.140 -0.357
2 N -1.125 -1.138 2.168
3 C -0.414 -0.019 2.122
4 N -1.005 1.166 2.228
5 S 1.296 -0.098 2.018
6 H -2.114 -1.151 2.368
7 H -0.633 -2.017 2.125
8 H -1.983 1.270 2.449
9 H -0.429 1.993 2.248
10 N 0.122 -0.112 -2.516
11 N 1.564 0.061 -2.656
12 H -0.270 -0.598 -3.326
13 H -0.298 0.816 -2.504
14 H 1.797 0.778 -3.348
15 H 1.948 -0.810 -3.019

Cartesian forces, eV/Å:
0.10 0.21 -0.02
-0.19 0.07 0.06
0.01 0.00 0.06
-0.25 -0.02 0.09
0.48 -0.05 -0.22
0.03 0.01 -0.07
-0.04 0.11 0.04
-0.01 -0.03 -0.05
0.02 -0.12 0.02
-0.26 -0.07 -0.49
-0.02 -0.10 -0.02
0.13 0.20 0.14
0.12 -0.18 0.05
0.00 -0.15 0.29
-0.11 0.13 0.12

The orbital gap is 9.40 eV. Its total energy is -21955.80166 eV. Its LUMO energy is -3.172 eV. The value obtained for the energy relative to the best compared isomer or geometry (same formula, charge and spin) is 0.0 kcal/mol. The charge is +1. The spin multiplicity is 1. As for the HOMO energy: -12.58 eV.

=====

DFT (the ωB97M-V functional and the def2-TZVPD basis) results for a 4-piece molecular cluster, C26H24O3 overall.

Element x y z (Å)
1 C 1.056 -0.973 0.461
2 C 0.907 0.176 0.128
3 C 0.928 1.481 -0.544
4 C 0.048 1.919 -1.459
5 C -1.161 1.122 -1.901
6 C -2.303 1.272 -0.842
7 C 0.539 3.306 -1.891
8 O 0.020 4.026 -2.669
9 O 1.717 3.524 -1.214
10 C 1.998 2.531 -0.276
11 O 2.858 2.579 0.525
12 H 1.351 -1.998 0.600
13 H -1.539 1.475 -2.870
14 H -0.897 0.061 -1.995
15 H -1.948 1.724 0.097
16 H -3.095 1.947 -1.205
17 H -2.770 0.318 -0.559
18 C 5.201 5.580 2.135
19 C 5.234 4.244 1.754
20 C 6.446 3.567 1.714
21 C 7.621 4.221 2.062
22 C 7.586 5.555 2.446
23 C 6.376 6.236 2.479
24 H 4.257 6.110 2.164
25 H 4.317 3.731 1.487
26 H 6.475 2.528 1.411
27 H 8.565 3.691 2.034
28 H 8.502 6.065 2.719
29 H 6.349 7.278 2.773
30 C -0.670 -3.563 -1.587
31 C 0.579 -3.691 -2.182
32 C 1.200 -4.931 -2.235
33 C 0.568 -6.047 -1.702
34 C -0.682 -5.921 -1.111
35 C -1.299 -4.679 -1.049
36 H -1.152 -2.594 -1.545
37 H 1.068 -2.822 -2.606
38 H 2.177 -5.029 -2.693
39 H 1.050 -7.016 -1.748
40 H -1.175 -6.792 -0.698
41 H -2.272 -4.581 -0.583
42 C -6.116 -3.248 1.679
43 C -7.061 -2.257 1.907
44 C -7.113 -1.143 1.079
45 C -6.225 -1.025 0.018
46 C -5.283 -2.020 -0.213
47 C -5.225 -3.128 0.621
48 H -6.072 -4.114 2.328
49 H -7.757 -2.352 2.731
50 H -7.846 -0.367 1.261
51 H -6.267 -0.158 -0.630
52 H -4.591 -1.929 -1.042
53 H -4.486 -3.900 0.447

Cartesian forces, eV/Å:
0.30 0.26 -0.38
0.46 0.69 -0.82
-0.02 -0.99 1.07
0.57 -0.38 0.21
-0.40 0.73 0.32
-0.28 0.31 0.24
-0.62 -2.30 0.60
0.35 0.66 -0.12
0.61 1.25 0.13
-2.03 -0.77 -1.19
0.22 0.06 -0.06
-0.42 0.35 0.27
0.30 -0.10 0.20
0.18 0.35 0.02
0.06 -0.24 -0.34
0.28 -0.31 0.03
0.20 0.22 -0.30
0.09 -0.02 0.01
-0.10 -0.02 0.02
0.03 0.07 0.03
-0.03 -0.01 -0.01
0.00 0.00 0.00
-0.03 -0.02 0.00
0.01 -0.01 0.00
0.26 0.16 0.07
-0.01 0.01 0.01
-0.01 0.01 0.00
-0.01 -0.01 -0.01
0.01 -0.01 0.00
0.00 -0.04 0.00
0.00 0.02 0.02
-0.02 -0.01 0.01
0.00 0.03 0.00
0.00 0.01 0.02
0.03 0.02 -0.03
0.00 -0.01 0.02
0.00 -0.01 0.02
-0.02 0.00 -0.01
-0.01 0.01 0.00
0.01 0.01 0.00
0.01 0.00 -0.01
0.00 0.01 -0.01
0.02 0.00 0.00
0.02 -0.02 -0.01
0.00 0.00 0.01
0.03 0.02 0.01
-0.02 0.01 0.02
0.00 0.01 -0.01
0.02 0.00 -0.01
0.00 -0.01 -0.01
0.00 -0.01 0.01
-0.02 -0.01 0.00
-0.02 0.00 0.00

The orbital gap is 7.91 eV. Its total energy is -33491.41407 eV. Its LUMO energy is -1.113 eV. The value obtained for the energy relative to the best compared isomer or geometry (same formula, charge and spin) is 54.2 kcal/mol. The charge is 0. The spin multiplicity is 1. As for the HOMO energy: -9.02 eV.

=====

DFT (the ωB97M-V functional and the def2-TZVPD basis) results for C24H42CaCl3N4O3Si as an isolated structure.

Element x y z (Å)
1 C 1.629 -1.050 -4.426
2 C 1.110 0.333 -4.213
3 H 1.902 -1.206 -5.468
4 H 0.862 -1.785 -4.160
5 H 2.485 -1.223 -3.761
6 C 0.656 1.149 -5.167
7 C 0.652 0.815 -6.621
8 H 0.247 2.135 -4.903
9 H 0.696 -0.263 -6.785
10 H 1.471 1.290 -7.169
11 H -0.276 1.183 -7.053
12 Ca 0.102 -0.968 -0.018
13 Cl 2.676 -0.311 -0.117
14 Cl -1.189 -3.298 0.440
15 C 0.677 2.249 0.873
16 O -0.166 1.327 0.963
17 N 0.378 3.559 1.007
18 C -0.984 4.006 1.273
19 C 1.413 4.579 0.938
20 H 1.735 2.012 0.671
21 H -1.632 3.142 1.426
22 H -1.359 4.614 0.438
23 H -0.990 4.656 2.156
24 H 2.348 4.113 0.607
25 H 1.560 5.048 1.924
26 H 1.131 5.363 0.221
27 H -1.609 -1.394 -3.334
28 H -2.327 1.344 -3.879
29 C -2.619 -1.414 -2.894
30 C -3.262 0.910 -3.483
31 N -2.991 -0.079 -2.454
32 H -2.616 -2.095 -2.037
33 C -2.843 0.287 -1.161
34 O -2.289 -0.397 -0.289
35 H -3.870 1.720 -3.060
36 H -3.288 1.279 -0.939
37 H -3.330 -1.736 -3.669
38 H -3.795 0.436 -4.320
39 O 0.043 -0.038 -2.149
40 C 0.984 0.715 -2.729
41 C -0.318 2.911 -2.412
42 C 0.898 2.240 -2.523
43 H -1.234 2.323 -2.304
44 C -0.351 4.307 -2.481
45 H 1.942 0.408 -2.260
46 C 2.096 2.959 -2.466
47 H -1.310 4.832 -2.464
48 C 0.846 5.032 -2.598
49 C 2.073 4.358 -2.541
50 H 3.031 2.400 -2.423
51 H 0.823 6.116 -2.679
52 H 3.011 4.909 -2.582
53 Si 0.220 -4.891 -0.445
54 Cl 0.814 -3.382 -1.892
55 C -1.393 -5.954 -0.228
56 C 1.602 -5.001 0.818
57 C 0.793 -6.519 -1.418
58 H -2.279 -5.316 -0.123
59 H -1.291 -6.513 0.709
60 H -1.584 -6.663 -1.042
61 H 0.100 -6.779 -2.224
62 H 0.843 -7.412 -0.782
63 H 1.782 -6.433 -1.876
64 H 1.835 -4.013 1.223
65 H 2.522 -5.395 0.361
66 H 1.333 -5.679 1.637
67 C -0.151 -0.204 6.071
68 N -0.106 -0.939 4.816
69 C -0.068 -2.320 4.707
70 C 0.029 -2.590 3.367
71 N 0.031 -1.398 2.663
72 C -0.042 -0.430 3.554
73 H -1.044 -0.476 6.648
74 H 0.728 -0.428 6.690
75 H -0.176 0.867 5.850
76 H -0.102 -2.983 5.557
77 H 0.036 -3.554 2.867
78 H -0.088 0.641 3.369

Cartesian forces, eV/Å:
-0.04 -0.02 -0.02
-0.62 1.05 0.48
0.23 -0.17 0.04
0.11 0.09 0.05
-0.12 -0.07 -0.21
0.28 -0.04 0.17
-0.25 -0.02 -0.23
0.30 -0.40 -0.03
0.01 0.13 -0.12
0.03 -0.01 -0.01
-0.13 -0.02 -0.29
-0.05 0.76 -0.64
0.31 -0.08 0.52
-0.04 0.93 0.66
-0.95 -0.94 -0.04
0.98 1.34 0.00
-0.07 -0.22 0.11
0.21 0.15 -0.11
-0.08 -0.07 0.02
-0.18 0.09 -0.02
0.16 0.11 -0.04
0.08 -0.22 0.01
-0.01 -0.19 0.03
-0.21 0.17 0.07
0.00 -0.13 -0.19
0.09 -0.28 0.10
-0.20 0.00 0.27
-0.25 -0.26 0.11
0.55 -0.01 -0.29
0.13 0.08 0.02
-0.30 0.10 0.52
-0.03 0.15 -0.22
0.76 -0.70 -0.11
-0.91 0.70 -0.68
0.07 -0.14 -0.15
0.21 -0.17 -0.02
0.05 0.01 0.33
0.02 0.16 0.32
-1.77 -0.41 1.03
1.44 -0.16 0.09
0.02 0.24 -0.16
0.11 -0.67 0.14
0.36 0.17 -0.12
0.28 0.02 0.05
0.24 0.59 -0.46
-0.33 0.53 -0.38
0.28 -0.10 0.01
-0.07 -0.29 0.24
-0.28 -0.36 0.01
-0.17 0.17 -0.09
-0.01 -0.13 -0.01
-0.15 0.00 0.06
-0.27 -3.01 -1.13
-0.14 -0.53 0.24
-1.00 0.63 0.17
0.04 0.59 0.42
1.04 0.55 -0.96
0.07 -0.47 0.03
0.06 -0.06 -0.01
0.21 0.09 0.25
0.07 0.14 -0.06
-0.16 0.26 0.31
0.22 -0.02 -0.11
0.08 -0.06 0.22
-0.39 0.14 -0.06
-0.06 0.12 -0.02
-0.02 -0.03 -0.06
0.02 -0.27 0.29
0.16 0.19 -0.57
-0.25 0.54 0.25
0.10 0.21 0.04
-0.04 -0.59 0.30
0.13 0.11 -0.20
-0.15 0.10 -0.25
0.00 -0.23 0.09
0.00 0.17 0.03
0.07 0.40 0.12
0.08 -0.41 -0.14

The orbital gap is 6.73 eV. Its total energy is -101564.61949 eV. Its LUMO energy is 2.232 eV. The value obtained for the energy relative to the best compared isomer or geometry (same formula, charge and spin) is 65.7 kcal/mol. The charge is -1. The spin multiplicity is 1. As for the HOMO energy: -4.50 eV.

=====

DFT (the ωB97M-V functional and the def2-TZVPD basis) results for a 2-piece molecular cluster, C4H8N2Si overall.

Element x y z (Å)
1 C -1.516 -2.142 0.056
2 C -1.743 -1.299 1.082
3 C -0.268 -0.388 -0.200
4 C 0.820 0.326 -0.807
5 N -0.610 -1.548 -0.756
6 N -0.953 -0.200 0.970
7 Si 1.831 1.742 -0.062
8 H -1.976 -3.141 -0.206
9 H -2.545 -1.205 1.757
10 H 1.190 -0.221 -1.656
11 H 0.252 1.669 -2.190
12 H -0.692 0.408 1.634
13 H 2.512 1.181 1.015
14 H 0.935 2.646 0.530
15 H 2.762 2.172 -1.167

Cartesian forces, eV/Å:
-0.41 -0.95 -1.08
-1.13 0.46 1.52
0.50 -1.11 -0.91
-0.63 2.81 -1.41
0.46 -0.06 -0.34
-0.04 -2.48 -4.09
-0.16 -1.35 -2.64
0.55 1.56 0.51
-0.59 -0.63 1.04
0.34 -0.18 0.04
0.48 -1.61 1.94
0.60 2.66 2.85
1.30 -0.63 1.54
-0.88 1.35 0.40
-0.37 0.15 0.64

The orbital gap (spin up / spin down) is 7.56 / 7.87 eV. Its total energy is -15131.19258 eV. Its LUMO energy (spin up / spin down) is -0.460 / -0.552 eV. The value obtained for the energy relative to the best compared isomer or geometry (same formula, charge and spin) is 82.0 kcal/mol. The charge is 0. The spin multiplicity is 1. As for the HOMO energy (spin up / spin down): -8.02 / -8.42 eV.

=====

DFT (the ωB97M-V functional and the def2-TZVPD basis) results for an isolated ion of composition C4H6NO and charge +1.

Element x y z (Å)
1 C 0.773 0.543 1.170
2 C -1.157 -0.501 0.657
3 C 1.971 -0.001 -0.916
4 C -1.213 0.063 -0.699
5 N 1.372 0.212 0.076
6 O -0.319 -0.181 1.473
7 H 1.432 0.953 2.001
8 H -1.843 -1.339 0.719
9 H 2.871 -0.450 -1.124
10 H -2.214 0.473 -0.973
11 H -1.205 -0.589 -1.657
12 H -0.468 0.817 -0.726

Cartesian forces, eV/Å:
2.66 1.75 0.94
-2.88 -1.72 -5.33
-1.39 1.89 0.72
-0.85 0.09 -1.57
0.88 -0.54 0.00
0.70 -0.76 3.51
-1.63 -0.41 -1.13
-0.15 0.09 1.83
1.60 -1.55 -0.89
0.24 0.05 1.02
0.79 0.21 1.87
0.01 0.90 -0.97

The orbital gap is 7.76 eV. Its total energy is -7770.26426 eV. Its LUMO energy is -5.524 eV. The value obtained for the energy relative to the best compared isomer or geometry (same formula, charge and spin) is 106.8 kcal/mol. The charge is +1. The spin multiplicity is 1. As for the HOMO energy: -13.28 eV.

=====

DFT (the ωB97M-V functional and the def2-TZVPD basis) results for one molecule with the formula C4H5NO2.

Element x y z (Å)
1 O 2.446 -1.158 0.552
2 C 1.671 -0.250 0.383
3 C 0.453 -0.397 -0.525
4 C -0.826 -0.986 0.095
5 N -1.817 -0.198 0.025
6 C -1.135 1.082 -0.151
7 O -0.007 0.862 -0.968
8 H 1.837 0.751 0.836
9 H 0.772 -1.014 -1.374
10 H -0.871 -1.879 0.704
11 H -0.808 1.242 0.886
12 H -1.713 1.945 -0.464

Cartesian forces, eV/Å:
-0.38 0.41 0.04
0.25 -0.45 0.08
0.04 -0.15 0.05
-0.18 -0.23 0.06
0.71 -0.14 0.81
-0.14 0.76 0.30
0.00 -0.03 -0.01
-0.13 -0.15 -0.09
-0.04 0.08 0.10
0.00 -0.64 -0.74
-0.01 0.80 -0.09
-0.14 -0.25 -0.51

The orbital gap is 10.21 eV. Its total energy is -9811.98823 eV. Its LUMO energy is 0.266 eV. The value obtained for the energy relative to the best compared isomer or geometry (same formula, charge and spin) is 53.7 kcal/mol. The charge is 0. The spin multiplicity is 1. As for the HOMO energy: -9.95 eV.

=====

- The highest energy relative to the best compared isomer or geometry (same formula, charge and spin) belongs to which entry?
  C4H6NO